Density functional theory data (ωB97M-V with the def2-TZVPD basis set) for a molecular structure, C26H22CoFN6O4S2.

```
62
Properties=species:S:1:pos:R:3:forces:R:3
Co 0.091332 -0.813177 0.039218 -0.0580 0.1842 0.0512
S 1.453754 -0.075190 1.911646 -0.0212 -0.0032 -0.0703
C 1.221884 -1.297806 3.058197 0.0264 0.0993 0.1401
C 1.881784 -1.182873 4.316737 -0.0040 -0.0668 -0.0186
C 1.736209 -2.127970 5.286086 0.0128 0.0147 -0.0111
C 0.911312 -3.255511 5.057736 -0.0095 -0.0023 0.0042
C 0.256396 -3.397097 3.871362 -0.0503 -0.0735 0.0175
C 0.377057 -2.436017 2.833132 0.0056 0.1133 -0.1997
S -0.481065 -2.671968 1.383579 0.0113 -0.0856 0.0840
H 2.506256 -0.314344 4.479001 0.0002 0.0067 -0.0048
H 2.248431 -2.017630 6.233423 -0.0040 0.0001 0.0018
H 0.797954 -4.002580 5.832921 -0.0060 -0.0107 -0.0083
H -0.382696 -4.250694 3.686032 0.0085 -0.0086 0.0305
F 6.054927 1.438040 -1.914062 0.0060 -0.0259 -0.0323
C 5.035284 0.993416 -2.700333 -0.0318 0.0166 -0.0054
C 4.072880 0.187711 -2.178186 0.0330 0.0550 0.0003
C 2.991795 -0.180575 -2.983209 -0.0126 -0.0943 0.0373
C 1.815644 -0.764103 -2.321134 -0.2717 0.1313 -0.1144
O 1.849043 -0.879964 -1.081831 0.0647 -0.2814 -0.1539
C 0.697503 -1.049432 -3.178832 0.1184 -0.1409 0.3425
C 0.798131 -0.749213 -4.496893 -0.0378 0.0898 -0.1375
N 1.857824 -0.149779 -5.091586 0.0016 -0.0340 0.0259
C 1.772966 0.254939 -6.471738 -0.0126 0.0148 -0.0115
C 2.710040 -0.372168 -7.462298 -0.0111 -0.0070 0.0055
C 1.251368 -0.729506 -7.466902 0.0007 -0.0086 -0.0137
C 2.948465 0.208566 -4.322733 0.0661 -0.0563 -0.0435
C 3.949256 1.047703 -4.831439 0.0559 -0.0571 -0.0011
C 4.967922 1.470231 -4.014337 0.0129 -0.0473 -0.0031
N 5.846296 2.510518 -4.472836 0.0099 0.0185 -0.0081
C 5.588090 3.755618 -3.760419 -0.0130 0.0498 0.0042
C 6.288432 4.895467 -4.463935 -0.0106 -0.0064 0.0023
N 7.762902 4.577949 -4.526272 -0.0010 -0.0071 -0.0016
C 8.017118 3.265320 -5.223235 0.0159 0.0090 0.0099
C 7.259288 2.176786 -4.491588 -0.0426 -0.0062 0.0094
C -0.659575 -1.629389 -2.736599 0.3238 0.3240 -0.2185
O -1.342207 -2.131639 -3.619102 -0.0762 -0.0857 0.0052
O -0.961772 -1.472525 -1.516563 -0.0930 -0.1766 0.2487
H 4.072392 -0.095885 -1.134263 -0.0028 -0.0087 0.0083
H -0.047806 -0.979131 -5.131468 0.0234 -0.0091 -0.0159
H 1.512215 1.298350 -6.609876 -0.0061 -0.0013 0.0096
H 3.396374 -1.113989 -7.077231 0.0009 0.0018 0.0012
H 3.098591 0.250064 -8.256581 -0.0021 0.0023 0.0004
H 0.978982 -1.710017 -7.103217 0.0003 -0.0017 0.0047
H 0.622917 -0.346999 -8.257550 0.0014 0.0003 0.0005
H 3.894753 1.440600 -5.835778 -0.0087 0.0024 0.0082
H 5.912362 3.712103 -2.708315 0.0076 0.0029 -0.0122
H 4.514871 3.948308 -3.754889 -0.0171 -0.0314 0.0098
H 6.173738 5.839816 -3.935743 0.0035 0.0027 0.0019
H 5.950247 4.997152 -5.493559 0.0034 0.0020 -0.0017
H 8.120529 4.514121 -3.569899 -0.0011 0.0062 -0.0015
H 8.271017 5.330848 -4.988514 0.0000 -0.0011 0.0005
H 9.091692 3.092428 -5.220566 -0.0015 0.0004 -0.0022
H 7.658698 3.383997 -6.244088 -0.0071 -0.0028 0.0016
H 7.683238 2.046715 -3.484298 0.0060 -0.0009 0.0090
H 7.399465 1.239893 -5.029938 0.0081 -0.0039 0.0087
O -1.247928 1.234290 0.307138 -0.5202 -0.0752 0.4467
N -0.311118 1.271605 -0.499493 0.6109 -0.1612 -0.4673
C -0.028601 2.407056 -1.131345 -0.0094 0.3058 -0.2023
C 1.065673 2.451206 -2.038131 0.0179 -0.0343 0.1514
N 1.963488 2.540692 -2.759929 -0.1357 0.2046 0.0359
C -0.781176 3.602546 -0.915315 0.0317 -0.0831 0.0986
N -1.365120 4.576748 -0.731234 -0.0101 0.0413 -0.0574
```
Positions in Å, forces in eV/Å.

Values from the calculation:
- Kohn-Sham gap (spin up / spin down): 4.9 / 5.1 eV
- HOMO energy (spin up / spin down): -6.592 / -6.833 eV
- 2S+1: 5
- Calculated total energy: -3912.370712 hartree
- Expectation value of S²: 6.03